Arrangement 1

{
  "formula": "C8H13N3O",
  "method": "ωB97M-V/def2-TZVPD",
  "elements": ["C", "C", "C", "C", "C", "C", "C", "C", "N", "N", "N", "O", "H", "H", "H", "H", "H", "H", "H", "H", "H", "H", "H", "H", "H"],
  "positions_angstrom": [[0.07, 0.98, -1.83], [1.21, -3.58, -1.98], [0.88, -2.43, -2.50], [-0.07, -0.83, -0.39], [-0.11, -1.66, 0.82], [-1.65, 2.17, 0.44], [0.89, 2.35, 0.58], [-0.39, 1.39, 0.63], [0.52, -0.10, -2.48], [0.48, -1.19, -1.68], [-0.25, 0.48, -0.49], [-0.13, 2.14, -2.17], [1.53, -4.39, -2.52], [1.44, -3.63, -0.93], [0.63, -2.27, -3.59], [-1.10, -1.51, 1.28], [0.66, -1.32, 1.62], [0.21, -2.68, 0.72], [-1.84, 3.05, 1.10], [-1.53, 2.52, -0.66], [-2.44, 1.48, 0.57], [1.82, 1.86, 0.65], [0.83, 3.09, 1.34], [0.63, 2.76, -0.43], [-0.48, 0.69, 1.44]],
  "homo_energy_ev": -7.760,
  "charge": 0,
  "orbital_gap_ha": 0.3017,
  "lumo_ha": 0.0165
}

Arrangement 2

{
  "formula": "C8H13N3O",
  "method": "ωB97M-V/def2-TZVPD",
  "elements": ["C", "C", "C", "C", "C", "N", "H", "H", "H", "H", "H", "H", "H", "H", "H", "O", "C", "C", "C", "N", "N", "H", "H", "H", "H"],
  "positions_angstrom": [[-2.33, -0.84, -1.58], [-1.21, -0.66, -1.97], [0.13, -0.31, -2.52], [0.08, -0.21, -4.06], [0.67, 1.01, -1.98], [1.13, 0.92, -0.57], [-3.34, -0.93, -1.17], [0.86, -1.07, -2.23], [-0.37, -1.10, -4.51], [-0.54, 0.66, -4.33], [1.08, -0.07, -4.47], [-0.11, 1.77, -2.08], [1.52, 1.27, -2.66], [1.76, 0.13, -0.61], [1.71, 1.75, -0.39], [-0.07, 1.13, 1.97], [-0.11, 0.23, 2.99], [0.69, -0.79, 3.40], [0.13, -1.25, 4.62], [-0.88, -0.50, 4.96], [-1.05, 0.38, 3.97], [0.06, 0.67, 1.08], [1.54, -1.19, 2.85], [0.42, -2.10, 5.23], [-1.75, 1.10, 4.06]],
  "homo_energy_ev": -8.479,
  "charge": 0,
  "orbital_gap_ha": 0.3359,
  "lumo_ha": 0.0243,
  "smiles": "C#C[C@@H](C)CN.Oc1ccn[nH]1"
}

Energy above the most stable structure, in eV: arrangement 1 0.213; arrangement 2 0.000

Arrangement 1

{
  "formula": "C3H5FO",
  "method": "ωB97M-V/def2-TZVPD",
  "elements": ["O", "C", "C", "C", "F", "H", "H", "H", "H", "H"],
  "positions_angstrom": [[-1.93, -0.35, -0.26], [-1.08, -0.01, 0.52], [-0.12, 0.90, -0.13], [1.34, 0.36, 0.05], [1.30, -0.92, -0.12], [-0.59, -0.67, 1.28], [-0.29, 2.04, -0.01], [-0.11, 0.43, -1.32], [1.89, 0.79, 1.09], [2.02, 0.91, -0.56]],
  "homo_energy_ev": -9.878,
  "charge": 0,
  "orbital_gap_ha": 0.3842,
  "lumo_ha": 0.0213,
  "smiles": "O=CCCF"
}

Arrangement 2

{
  "formula": "C3H5FO",
  "method": "ωB97M-V/def2-TZVPD",
  "elements": ["F", "C", "C", "O", "C", "H", "H", "H", "H", "H"],
  "positions_angstrom": [[-1.88, -0.41, -0.13], [-0.67, 0.02, 0.42], [0.14, 0.89, -0.53], [1.31, 0.21, -0.33], [0.61, -0.93, 0.34], [-0.74, 0.28, 1.46], [-0.46, 0.89, -1.40], [0.27, 1.98, -0.46], [1.14, -1.43, 1.10], [0.29, -1.51, -0.46]],
  "homo_energy_ev": -9.795,
  "charge": 0,
  "orbital_gap_ha": 0.4001,
  "lumo_ha": 0.0401,
  "smiles": "FC1COC1"
}

Energy above the most stable structure, in eV: arrangement 1 0.621; arrangement 2 0.000

Arrangement 1

{
  "formula": "C3H5FO",
  "method": "ωB97M-V/def2-TZVPD",
  "elements": ["C", "O", "C", "C", "F", "H", "H", "H", "H", "H"],
  "positions_angstrom": [[1.63, -0.22, 0.10], [0.55, 0.73, -0.22], [-0.62, 0.06, -0.23], [-1.81, 0.49, 0.01], [-2.92, -0.23, -0.01], [1.36, -0.87, 0.90], [2.53, 0.34, 0.39], [1.89, -0.87, -0.75], [-0.54, -0.92, -0.60], [-2.08, 1.50, 0.41]],
  "homo_energy_ev": -9.039,
  "charge": 0,
  "orbital_gap_ha": 0.3700,
  "lumo_ha": 0.0379,
  "smiles": "CO/C=C/F"
}

Arrangement 2

{
  "formula": "C3H5FO",
  "method": "ωB97M-V/def2-TZVPD",
  "elements": ["C", "C", "C", "H", "H", "H", "H", "H", "O", "F"],
  "positions_angstrom": [[1.10, -0.10, -0.32], [-0.17, 0.21, 0.30], [-1.22, -0.50, -0.03], [1.55, 1.13, -0.46], [0.79, -0.44, -1.38], [1.77, -0.90, 0.72], [-0.15, 0.25, 1.33], [-1.13, -1.54, 0.11], [-2.14, 0.27, -0.24], [-0.41, 1.60, -0.03]],
  "homo_energy_ev": -10.042,
  "charge": 0,
  "orbital_gap_ha": 0.3793,
  "lumo_ha": 0.0103
}

Energy above the most stable structure, in eV: arrangement 1 0.000; arrangement 2 3.080